(1)
Below is a cluster of 2 separate species, C2H4O2 in total, with properties calculated with ωB97M-V/def2-TZVPD.

Last column: Löwdin charge in e.
Geometry (Å):
1 O 1.5569 -2.7587 3.1672  -0.0523
2 C 2.6953 -2.5515 2.6965  -0.1081
3 H 2.6752 -2.1644 1.6500  0.0771
4 H 3.6993 -2.6765 3.1675  0.0833
5 O -2.5799 1.1775 7.3307  -0.0434
6 C -1.8080 1.0626 6.3690  -0.1178
7 H -2.2207 1.3306 5.3673  0.0787
8 H -0.8401 0.5071 6.3822  0.0825

Orbital gap, eV: 10.661
Structure (SMILES): C=O.C=O
Multiplicity: 1
HOMO energy, eV: -10.22

***

(2)
Below is an isolated molecule of C2H4O2, with properties calculated with ωB97M-V/def2-TZVPD.

Last column: Löwdin charge in e.
Geometry (Å):
1 C -1.3526 0.4486 0.0392  -0.0747
2 C 0.7340 -0.4135 0.0188  -0.4994
3 H -0.9600 1.5753 -0.4532  0.1625
4 H -2.3985 -0.0392 -0.4764  0.1470
5 H -1.4005 0.5742 1.2196  0.1162
6 H 1.0942 -1.4403 0.3036  0.1522
7 O -0.4761 -0.6997 -0.0900  -0.0756
8 O 1.3981 0.5897 -0.0277  0.0719

Orbital gap, eV: 11.331
Structure (SMILES): COC=O
Multiplicity: 1
HOMO energy, eV: -10.56

***

(3)
Below is an isolated molecule of C2H4O2, with properties calculated with ωB97M-V/def2-TZVPD.

Last column: Löwdin charge in e.
Geometry (Å):
1 C 0.2866 0.9068 0.4094  -0.0457
2 C -0.3051 -1.1544 -0.4989  -0.3791
3 H -0.5372 0.9022 1.1727  0.1166
4 H 1.2362 1.3263 0.7214  0.0880
5 H 0.0039 1.3754 -0.5256  0.0854
6 H -0.0234 -2.2023 -0.4397  0.1398
7 O 0.6428 -0.4624 0.1309  -0.0794
8 O -1.3037 -0.6916 -0.9702  0.0745

Orbital gap, eV: 11.819
Structure (SMILES): COC=O
Multiplicity: 1
HOMO energy, eV: -10.86

***

(4)
Below is a cluster of 2 separate species, C2H4O2S in total, with properties calculated with ωB97M-V/def2-TZVPD.

Last column: Löwdin charge in e.
Geometry (Å):
1 C -0.5924 0.5279 -0.0676  -0.2327
2 C 1.0624 0.5206 -0.0764  -0.7590
3 H -2.4595 -0.7652 0.6666  0.3447
4 H -0.5728 1.2849 0.8452  0.1615
5 H -0.7439 0.9269 -0.9870  0.0581
6 H 0.8342 -2.0611 0.0439  -0.0803
7 O -1.1614 -0.8370 -0.2400  -0.2552
8 O 1.7279 1.5020 -0.1145  0.0088
9 S 1.9055 -1.0991 -0.0702  0.7540

Orbital gap, eV: 8.212
Multiplicity: 1
HOMO energy, eV: -9.73

***

(5)
Below is a cluster of 2 separate species, C2H4O2S in total, with properties calculated with ωB97M-V/def2-TZVPD.

Last column: Löwdin charge in e.
Geometry (Å):
1 C 0.9293 0.4686 -0.0311  -0.9041
2 C -1.5411 -0.9472 -0.2794  0.1310
3 O 1.4301 -0.1218 1.0082  -0.2017
4 O 0.8657 1.7896 -0.0427  0.0557
5 S 2.0157 -0.5925 -0.7711  0.8490
6 H -2.1227 -0.3761 0.3769  -0.0119
7 H -0.8524 -1.5697 0.1650  -0.0320
8 H -1.7655 -0.8832 -1.2534  -0.0380
9 H 1.0408 2.2323 0.8276  0.1520

Orbital gap (spin up / spin down), eV: 8.036 / 7.059
Multiplicity: 1
HOMO energy (spin up / spin down), eV: -8.88 / -8.03

***

(6)
Below is an isolated molecule of C2H4O2S, with properties calculated with ωB97M-V/def2-TZVPD.

Last column: Löwdin charge in e.
Geometry (Å):
1 C 0.7001 0.3643 0.1160  -0.2590
2 C -0.2357 -0.4984 -0.7302  -0.4647
3 O 1.8052 -0.4886 0.2464  -0.1957
4 O 1.4676 -1.4937 -0.7164  -0.1664
5 S -1.5087 -1.4338 -0.0984  0.8658
6 H 0.9541 1.2894 -0.4192  0.1186
7 H 0.3020 0.6206 1.1074  0.1148
8 H -0.3456 -0.2775 -1.7811  0.0794
9 H -1.1083 -1.4514 1.1771  -0.0927

Orbital gap, eV: 8.425
Multiplicity: 1
HOMO energy, eV: -8.56

***

(7)
Below is a structure of composition C2H4O2S2, with properties calculated with ωB97M-V/def2-TZVPD.

Last column: Löwdin charge in e.
Geometry (Å):
1 C -1.0979 0.3673 -0.4504  -0.0212
2 C -0.6888 -0.6908 0.2376  -0.2295
3 O 1.3187 1.0597 -1.0878  -0.3733
4 O 1.3141 0.9998 1.3743  -0.3280
5 S 2.0389 -1.4631 -0.1355  0.3708
6 S 1.2620 0.2967 0.1213  0.2421
7 H -1.4170 1.2272 0.0570  0.0899
8 H -1.2598 0.5484 -1.4391  0.0640
9 H -0.6265 -1.8166 0.0394  0.1027
10 H -0.8437 -0.5285 1.2832  0.0825

Orbital gap (spin up / spin down), eV: 8.128 / 8.127
Multiplicity: 1
HOMO energy (spin up / spin down), eV: -9.54 / -9.54

***

(8)
Below is a cluster of 2 separate species, C2H4O3 in total, with properties calculated with ωB97M-V/def2-TZVPD.

Last column: Löwdin spin population.
Geometry (Å):
1 O 1.0313 1.5273 2.1332  0.2543
2 C 0.4162 0.4850 2.3967  0.3078
3 H -0.6934 0.4839 2.4994  0.0673
4 H 0.8347 -0.5267 2.5688  0.0857
5 O -0.3461 1.0206 -2.5594  0.0156
6 C -0.0970 -0.0294 -2.0620  0.0791
7 O -1.0574 -1.0053 -2.0724  0.0949
8 H 0.8330 -0.3721 -1.6022  0.0302
9 H -0.9212 -1.5834 -1.3021  0.0653

Orbital gap (spin up / spin down), eV: 3.467 / 8.017
Charge: -1
Multiplicity: 2
HOMO energy (spin up / spin down), eV: 0.43 / -4.12

***

What did we get for ΔE to the lowest compared entry with this formula, charge and spin? Answer: 267.5 248.1 82.6 489.7 586.1 543.4 360.3 63.0 kJ/mol, in the order shown.
What did we get for DFT total energy? Answer: -6231.535 -6231.736 -6233.451 -17064.196 -17063.196 -17063.639 -27900.602 -8279.621 eV, in the order shown.